# 1
{
  "formula": "C6H12NO",
  "method": "wB97M-V/def2-TZVPD",
  "spin_multiplicity": 2,
  "s2": 0.754,
  "relative_energy_kcal_mol": 42.5,
  "e_homo_ev": [-4.0, -8.0],
  "total_energy_ev": -9950.0080,
  "e_lumo_ev": [0.291, 0.073],
  "species": ["O", "C", "C", "C", "C", "C", "C", "N", "H", "H", "H", "H", "H", "H", "H", "H", "H", "H", "H", "H"],
  "positions_angstrom": [[-0.46, -3.08, -0.91], [0.05, -2.03, -0.48], [-0.09, -0.72, -1.21], [-0.88, 0.28, -0.39], [-0.22, 0.49, 0.97], [0.59, 1.49, 1.28], [1.32, 1.61, 2.59], [-0.82, -1.00, -2.50], [0.67, -1.94, 0.42], [0.88, -0.18, -1.47], [-1.02, 1.29, -0.85], [-1.87, -0.15, -0.15], [-0.45, -0.26, 1.73], [0.84, 2.23, 0.50], [2.14, 0.94, 2.86], [1.88, 2.56, 2.61], [0.53, 1.71, 3.35], [-0.67, -0.19, -3.11], [-0.54, -1.91, -2.89], [-1.86, -1.13, -2.35]],
  "mulliken_spin": [0.291, 0.529, 0.010, 0.153, -0.068, 0.077, 0.002, 0.035, 0.024, 0.071, -0.012, 0.005, -0.043, -0.004, 0.000, 0.000, 0.000, -0.048, -0.012, -0.009]
}



# 2
{
  "formula": "C10H6Br2FeNS4Sb",
  "method": "wB97M-V/def2-TZVPD",
  "spin_multiplicity": 5,
  "s2": 6.120,
  "relative_energy_kcal_mol": 0.0,
  "charge": -2,
  "e_homo_ev": [-2.0, -2.0],
  "total_energy_ev": -236308.7651,
  "e_lumo_ev": [4.362, 4.335],
  "species": ["Fe", "S", "Sb", "S", "S", "S", "Br", "C", "Br", "H", "H", "N", "C", "C", "C", "C", "C", "C", "C", "C", "C", "H", "H", "H", "H"],
  "positions_angstrom": [[-0.04, -0.03, -0.16], [-3.83, 0.01, -2.46], [-2.80, 0.08, -0.44], [-1.35, -1.85, -0.16], [-1.18, 1.88, -0.37], [-3.98, 0.24, 1.50], [-0.21, 0.12, 2.56], [1.56, 0.07, 3.07], [2.50, -0.08, 0.05], [1.98, -0.89, 3.31], [2.06, 1.01, 3.23], [-0.34, -0.61, -10.04], [-0.26, -0.55, -8.90], [-0.16, -0.47, -7.46], [-0.42, 0.73, -6.80], [-0.33, 0.79, -5.42], [0.03, -0.33, -4.67], [0.28, -1.53, -5.35], [0.19, -1.61, -6.72], [0.12, -0.25, -3.25], [0.10, -0.18, -2.04], [-0.70, 1.61, -7.37], [-0.54, 1.71, -4.90], [0.55, -2.41, -4.77], [0.39, -2.54, -7.23]],
  "mulliken_spin": [2.973, 0.008, -0.006, 0.084, 0.136, 0.007, 0.044, 0.871, 0.056, 0.008, 0.007, 0.001, -0.001, 0.003, -0.001, 0.004, -0.013, 0.008, -0.002, 0.047, -0.234, 0.000, 0.000, 0.000, 0.000]
}



# 3
{
  "formula": "C2H8N2O",
  "method": "wB97M-V/def2-TZVPD",
  "spin_multiplicity": 2,
  "s2": 0.783,
  "relative_energy_kcal_mol": 34.7,
  "charge": 1,
  "e_homo_ev": [-14.7, -14.7],
  "total_energy_ev": -7222.3423,
  "e_lumo_ev": [-4.249, -8.365],
  "species": ["C", "N", "C", "N", "H", "H", "H", "H", "H", "H", "H", "H", "O"],
  "positions_angstrom": [[-1.56, -0.71, -1.95], [-0.96, -0.87, -0.65], [0.29, -0.52, -0.38], [0.74, -0.85, 0.79], [-2.62, -0.85, -1.89], [-1.06, -1.37, -2.66], [-1.41, 0.32, -2.30], [-1.35, -1.45, 0.10], [0.74, 0.07, -1.16], [1.53, -0.25, 1.08], [1.23, 2.35, 2.61], [2.26, 1.96, 3.68], [2.17, 2.17, 2.74]],
  "mulliken_spin": [-0.005, 0.463, -0.111, 0.633, 0.001, 0.035, 0.015, -0.015, -0.001, -0.016, 0.000, 0.000, 0.001]
}



# 4
{
  "formula": "C4H12Cl4N6O15V",
  "method": "wB97M-V/def2-TZVPD",
  "spin_multiplicity": 3,
  "s2": 2.013,
  "relative_energy_kcal_mol": 5.1,
  "charge": -1,
  "e_homo_ev": [-5.6, -5.6],
  "total_energy_ev": -119759.5244,
  "e_lumo_ev": [0.566, 0.566],
  "species": ["N", "H", "H", "H", "H", "V", "N", "O", "O", "O", "N", "O", "O", "O", "N", "O", "O", "O", "N", "O", "O", "O", "N", "O", "O", "O", "Cl", "C", "C", "Cl", "H", "H", "H", "H", "Cl", "C", "C", "Cl", "H", "H", "H", "H"],
  "positions_angstrom": [[-0.13, -2.95, -2.48], [-0.34, -3.90, -2.16], [0.66, -2.55, -1.95], [-0.98, -2.41, -2.28], [0.01, -3.02, -3.49], [0.05, 2.05, 1.17], [-2.78, 0.60, 2.40], [-1.74, 1.26, 2.13], [-3.14, 0.45, 3.57], [-3.48, 0.15, 1.48], [0.84, -0.21, -0.11], [1.12, 0.98, -0.44], [1.12, -1.21, -0.75], [0.30, -0.24, 1.01], [1.82, 2.19, 3.24], [0.56, 2.13, 3.30], [2.13, 2.25, 2.01], [2.59, 2.05, 4.16], [-2.52, 2.78, -0.91], [-3.49, 1.99, -0.94], [-2.61, 3.95, -1.28], [-1.38, 2.31, -0.51], [0.16, 4.67, 0.58], [0.06, 5.82, 0.24], [0.91, 3.82, 0.03], [-0.57, 4.12, 1.45], [4.41, 1.41, -4.04], [3.12, 0.78, -3.03], [2.07, 0.05, -3.86], [2.74, -1.49, -4.57], [2.70, 1.66, -2.54], [3.53, 0.11, -2.29], [1.70, 0.58, -4.73], [1.18, -0.21, -3.27], [-3.11, -3.05, 1.53], [-2.07, -4.03, 2.57], [-0.62, -3.55, 2.43], [0.06, -3.90, 0.79], [-2.03, -5.07, 2.24], [-2.33, -3.86, 3.61], [0.03, -4.07, 3.14], [-0.55, -2.47, 2.56]],
  "mulliken_spin": [0.000, 0.000, 0.000, 0.000, 0.000, 2.022, 0.006, 0.001, 0.001, 0.003, -0.011, 0.023, 0.007, 0.003, -0.006, -0.012, -0.018, 0.015, 0.003, 0.001, 0.000, 0.004, -0.010, 0.010, -0.015, -0.025, 0.000, 0.001, 0.000, 0.000, 0.000, 0.000, 0.000, 0.000, 0.000, 0.000, 0.000, 0.000, 0.000, 0.000, 0.000, 0.000]
}



# 5
{
  "formula": "C68H75N9O16",
  "method": "wB97M-V/def2-TZVPD",
  "spin_multiplicity": 2,
  "s2": 0.754,
  "charge": 1,
  "e_homo_ev": [-10.5, -10.5],
  "total_energy_ev": -117868.9077,
  "e_lumo_ev": [-2.970, -7.776],
  "species": ["C", "C", "C", "O", "C", "N", "H", "H", "H", "H", "H", "H", "H", "H", "H", "H", "H", "C", "C", "C", "O", "C", "N", "H", "H", "H", "H", "H", "H", "H", "H", "H", "H", "H", "C", "C", "C", "C", "C", "C", "H", "H", "H", "H", "H", "H", "C", "C", "C", "C", "C", "C", "H", "H", "H", "H", "H", "H", "C", "C", "C", "C", "C", "C", "H", "H", "H", "H", "H", "H", "C", "C", "C", "C", "C", "C", "N", "O", "O", "H", "H", "H", "H", "H", "C", "C", "C", "C", "C", "C", "N", "O", "O", "H", "H", "H", "H", "H", "C", "C", "C", "C", "C", "C", "N", "O", "O", "H", "H", "H", "H", "H", "C", "C", "C", "C", "C", "C", "N", "O", "O", "H", "H", "H", "H", "H", "C", "C", "C", "C", "C", "C", "N", "O", "O", "H", "H", "H", "H", "H", "C", "C", "C", "C", "C", "C", "N", "O", "O", "H", "H", "H", "H", "H", "C", "C", "C", "C", "C", "C", "N", "O", "O", "H", "H", "H", "H", "H"],
  "positions_angstrom": [[4.60, 3.28, -2.14], [4.39, 1.77, -1.76], [5.66, 1.17, -1.18], [6.76, 1.09, -2.09], [6.68, 0.08, -3.10], [3.13, 1.61, -0.97], [4.17, 3.29, -3.14], [5.65, 3.56, -2.14], [4.11, 3.95, -1.43], [4.09, 1.25, -2.67], [5.33, 0.24, -0.72], [6.10, 1.88, -0.49], [5.80, 0.07, -3.75], [6.59, -0.92, -2.68], [7.56, 0.17, -3.74], [3.25, 2.14, -0.12], [2.36, 2.10, -1.40], [0.35, -3.13, -5.06], [-0.73, -3.37, -4.06], [-0.68, -4.81, -3.39], [-1.28, -4.73, -2.10], [-1.66, -6.09, -1.54], [-0.39, -2.50, -2.99], [0.19, -3.69, -5.99], [1.38, -3.46, -4.93], [0.29, -2.09, -5.39], [-1.71, -3.11, -4.44], [0.34, -5.18, -3.27], [-1.16, -5.57, -4.01], [-2.53, -6.34, -2.15], [-2.04, -6.12, -0.52], [-0.85, -6.78, -1.79], [-0.91, -2.96, -2.25], [0.58, -2.46, -2.70], [-3.76, -3.96, 0.63], [-4.18, -2.65, 0.33], [-5.01, -1.98, 1.28], [-5.46, -2.69, 2.38], [-5.05, -4.01, 2.64], [-4.18, -4.59, 1.82], [-3.14, -4.57, -0.01], [-3.93, -2.24, -0.64], [-5.44, -0.99, 1.17], [-5.99, -2.15, 3.15], [-5.34, -4.46, 3.58], [-3.76, -5.50, 2.23], [-1.19, -4.30, 5.62], [-1.17, -5.71, 5.51], [-0.74, -6.31, 4.32], [-0.11, -5.55, 3.28], [-0.11, -4.13, 3.49], [-0.52, -3.56, 4.67], [-1.67, -3.87, 6.48], [-1.77, -6.22, 6.25], [-0.90, -7.38, 4.29], [0.25, -6.00, 2.37], [0.36, -3.49, 2.76], [-0.50, -2.49, 4.82], [-1.05, -0.07, 2.72], [-0.35, 1.06, 2.27], [-0.09, 1.30, 0.91], [-0.46, 0.27, 0.05], [-1.18, -0.83, 0.37], [-1.43, -0.97, 1.75], [-1.06, -0.29, 3.78], [0.24, 1.79, 2.81], [0.48, 2.15, 0.56], [-0.39, 0.42, -1.02], [-1.22, -1.68, -0.29], [-1.83, -1.90, 2.13], [6.67, 2.84, 4.36], [5.31, 2.58, 4.57], [4.37, 2.89, 3.64], [4.81, 3.67, 2.53], [6.15, 3.97, 2.31], [7.10, 3.51, 3.24], [3.83, 4.12, 1.47], [4.12, 5.02, 0.67], [2.81, 3.48, 1.41], [7.41, 2.61, 5.11], [4.97, 2.00, 5.42], [3.39, 2.52, 3.89], [6.52, 4.59, 1.51], [8.16, 3.74, 3.21], [-4.20, -1.26, -2.98], [-5.45, -1.89, -2.91], [-6.36, -1.83, -3.96], [-6.07, -1.01, -5.10], [-4.77, -0.52, -5.14], [-3.85, -0.58, -4.13], [-7.00, -0.79, -6.19], [-8.03, -1.51, -6.19], [-6.70, 0.00, -7.11], [-3.41, -1.36, -2.26], [-5.79, -2.30, -1.97], [-7.38, -2.13, -3.79], [-4.48, -0.06, -6.07], [-2.91, -0.06, -4.29], [2.67, 8.68, -0.23], [1.68, 8.33, 0.70], [1.01, 7.11, 0.65], [1.30, 6.29, -0.45], [2.28, 6.61, -1.38], [3.05, 7.83, -1.33], [0.58, 4.93, -0.45], [-0.33, 4.69, 0.33], [0.93, 4.10, -1.29], [3.09, 9.64, 0.05], [1.47, 8.93, 1.57], [0.39, 6.76, 1.46], [2.54, 5.94, -2.19], [3.85, 7.94, -2.05], [-5.38, 2.17, 0.22], [-6.48, 2.10, 1.11], [-6.25, 1.75, 2.45], [-4.92, 1.69, 2.95], [-3.86, 1.90, 2.09], [-4.03, 2.07, 0.64], [-4.70, 1.55, 4.44], [-5.63, 1.31, 5.24], [-3.57, 1.71, 4.87], [-5.58, 2.44, -0.81], [-7.52, 2.27, 0.88], [-7.13, 1.78, 3.07], [-2.89, 1.71, 2.51], [-3.22, 2.17, -0.06], [-0.62, 3.46, -7.50], [-1.82, 2.92, -6.94], [-1.86, 2.39, -5.66], [-0.74, 2.38, -4.88], [0.46, 2.93, -5.36], [0.51, 3.41, -6.63], [-0.81, 2.01, -3.43], [0.25, 1.68, -2.93], [-1.96, 2.02, -2.87], [-0.59, 3.74, -8.54], [-2.68, 2.87, -7.59], [-2.76, 1.95, -5.26], [1.40, 3.03, -4.84], [1.42, 3.85, -7.01], [3.34, -2.07, -3.10], [2.58, -1.49, -2.09], [2.71, -2.06, -0.84], [3.47, -3.24, -0.67], [4.34, -3.77, -1.70], [4.25, -3.13, -2.93], [3.53, -3.97, 0.59], [4.59, -4.46, 0.98], [2.51, -3.92, 1.28], [3.38, -1.56, -4.05], [2.08, -0.56, -2.32], [2.07, -1.89, 0.01], [4.97, -4.63, -1.54], [4.84, -3.43, -3.78], [-1.46, -0.79, 7.25], [-0.99, 0.22, 6.49], [0.37, 0.21, 6.21], [1.25, -0.84, 6.56], [0.75, -1.75, 7.55], [-0.65, -1.72, 7.87], [2.57, -1.11, 5.99], [3.03, -2.21, 6.14], [3.03, -0.24, 5.36], [-2.48, -0.65, 7.59], [-1.66, 1.01, 6.15], [0.69, 0.89, 5.44], [1.49, -2.45, 7.89], [-1.11, -2.45, 8.52]],
  "mulliken_spin": [0.000, 0.000, 0.000, 0.000, 0.000, 0.001, 0.000, 0.000, 0.000, 0.000, 0.000, 0.000, 0.000, 0.000, 0.000, 0.000, 0.000, 0.006, -0.028, 0.142, 0.020, -0.004, 0.878, 0.000, -0.004, -0.004, 0.028, 0.004, 0.002, 0.004, 0.002, -0.001, 0.012, -0.057, 0.001, 0.000, 0.001, 0.000, 0.000, 0.000, -0.001, -0.003, 0.000, 0.000, 0.000, 0.000, 0.001, 0.000, 0.000, 0.000, 0.001, -0.001, 0.000, 0.000, 0.000, 0.000, 0.000, 0.000, -0.002, -0.001, 0.001, -0.020, -0.013, 0.004, 0.001, 0.000, 0.002, 0.015, 0.009, 0.001, 0.000, 0.000, 0.000, 0.000, 0.000, 0.000, 0.000, 0.000, 0.000, 0.000, 0.000, 0.000, 0.000, 0.000, -0.025, 0.002, 0.000, 0.000, 0.004, -0.003, 0.000, 0.000, 0.000, 0.016, 0.000, 0.000, 0.000, 0.004, 0.000, 0.000, 0.000, 0.000, 0.000, 0.000, 0.000, 0.000, 0.000, 0.000, 0.000, 0.000, 0.000, 0.000, 0.000, 0.000, 0.000, 0.000, 0.000, 0.000, 0.000, 0.000, 0.000, 0.000, 0.000, 0.000, -0.001, 0.000, 0.000, 0.000, 0.000, 0.000, 0.000, 0.000, 0.003, -0.001, 0.000, 0.000, 0.000, 0.000, 0.000, 0.000, -0.001, 0.007, -0.001, 0.001, 0.000, -0.001, 0.000, 0.000, 0.000, 0.001, -0.004, 0.001, 0.000, 0.000, 0.000, 0.000, 0.000, 0.000, 0.000, 0.000, 0.000, 0.000, 0.000, 0.000, 0.000, 0.000, 0.000, 0.000]
}



# 6
{
  "formula": "C5H14NO",
  "method": "wB97M-V/def2-TZVPD",
  "relative_energy_kcal_mol": 90.4,
  "charge": 1,
  "e_homo_ev": -13.5,
  "total_energy_ev": -8940.0874,
  "e_lumo_ev": -3.089,
  "species": ["C", "C", "C", "C", "C", "N", "H", "H", "H", "H", "H", "H", "H", "H", "H", "H", "H", "H", "H", "H", "O"],
  "positions_angstrom": [[0.43, 1.01, 0.55], [1.18, 1.06, -0.86], [-0.09, 1.14, -1.93], [-2.00, -0.40, -1.58], [-1.34, 0.74, -1.27], [0.19, -0.46, 0.77], [1.22, 1.61, 1.01], [-0.52, 1.67, 0.60], [1.81, 0.10, -0.88], [1.82, 1.87, -1.16], [-0.20, 2.07, -2.28], [0.15, 0.50, -2.73], [-1.28, -1.14, -2.11], [-2.91, -0.70, -1.37], [-1.99, 1.46, -0.73], [0.27, -0.83, 1.78], [0.92, -0.98, 0.32], [-0.81, -0.71, 0.67], [0.78, -2.88, 3.89], [1.92, -2.03, 3.14], [1.06, -2.26, 3.12]],
  "mulliken_charge": [-0.437, -0.671, -0.697, -0.952, -0.162, -0.208, 0.310, 0.301, 0.224, 0.396, 0.413, 0.348, 0.211, 0.454, 0.402, 0.343, 0.347, 0.396, 0.334, 0.302, -0.655]
}